DFT (the ωB97M-V functional and the def2-TZVPD basis) results for 14 unconnected molecules or ions with the total composition C42H84O14 at a distorted geometry.

E_HOMO: -9.400 eV
frontier orbital gap: 9.178 eV
total charge: 0
ΔE to the lowest compared entry with this formula, charge and spin: 83.7 kcal/mol
E_tot: -2703.9125 Eh

Geometry (Å):
O -3.278 5.479 -4.978
C 6.339 -3.707 1.403
C -5.691 -5.108 0.919
O -1.848 -2.408 -5.027
C -5.885 -5.966 -0.264
H 0.528 1.193 6.821
C 0.263 -6.404 -0.279
H -0.681 -5.904 -0.061
C -0.861 -0.290 -0.125
H 3.175 5.938 -3.415
C -0.159 5.864 2.292
C 6.428 -3.316 3.906
O 3.927 8.697 -4.921
H -2.155 -1.220 -7.312
H 7.076 5.227 -3.057
C 0.580 -5.831 5.345
O 0.529 -6.447 7.681
H -7.421 -4.056 0.716
C -4.485 -0.527 6.723
H 3.259 1.092 -7.974
H 1.841 -8.392 5.823
H -6.077 -3.152 0.020
C -9.043 1.358 -1.254
H -1.427 -0.702 0.710
H 0.304 1.506 5.134
H -4.172 6.153 -2.767
H 5.355 -4.170 1.341
H -4.515 -1.795 5.018
C 6.466 -2.745 2.566
O -0.203 -8.376 -1.528
C -1.677 3.916 -3.885
H 3.691 7.178 -6.986
C 2.191 -7.513 6.364
H 7.308 -3.022 4.478
H -4.646 0.716 4.934
H 4.264 -1.632 -5.465
H -2.320 6.030 2.011
H 6.549 4.736 -0.187
H 2.740 -7.797 7.261
H 0.993 -6.147 0.488
O -6.638 1.571 -1.267
H 1.712 -0.713 -1.653
H 2.931 2.895 4.092
H -0.396 -5.370 5.497
H 1.804 6.800 2.856
H -3.425 4.838 -1.815
H 0.485 -6.479 4.474
C 4.387 0.185 -6.593
C 1.071 -6.539 6.609
H -1.764 6.143 3.715
O -4.974 -5.437 1.840
H 5.505 -3.090 4.440
H 4.388 6.047 -5.945
H -1.142 0.747 -0.314
H -7.186 2.579 1.214
H -8.779 3.082 0.887
H 2.630 6.000 -6.129
H -2.096 2.976 -3.527
O 6.593 -1.564 2.409
H -1.741 4.662 2.904
H 0.560 -6.078 -1.276
C 0.596 -0.619 0.152
C 3.198 2.061 4.741
H 2.916 1.197 4.138
H 1.262 -5.011 5.119
C 4.981 -1.106 -6.097
H 0.358 7.843 2.780
H 1.230 0.081 5.693
C 6.898 3.800 -0.623
H 8.793 4.828 -3.448
H -3.906 -1.267 -7.223
H 1.915 7.187 -3.578
H 6.433 -3.039 0.546
H -9.849 2.089 -1.190
H -4.950 -3.298 -5.436
H -7.405 3.884 0.051
C 2.196 2.103 5.890
H -4.903 -5.977 -0.737
O 4.437 1.256 -5.954
H -0.826 4.254 -3.294
H 5.321 -1.743 -6.913
H -6.250 -3.200 1.759
H 0.571 6.766 4.137
H 0.789 -8.451 1.467
C -7.815 2.936 0.399
C -2.797 4.978 -3.947
H -4.054 -2.920 -4.003
H 6.103 3.388 -1.244
C 1.659 -0.075 -0.771
H -0.951 -8.351 1.534
C -7.748 1.905 -0.754
H 3.049 -0.764 -7.993
C -5.011 0.675 5.960
C 3.712 0.101 -7.974
C 8.131 4.109 -1.475
O 0.328 5.100 1.437
C 3.493 6.661 -6.047
C 2.988 7.006 -3.525
H 7.495 3.590 -3.431
H 7.060 -4.522 1.471
H -1.245 3.708 -4.864
H -6.302 -6.960 -0.105
C -4.302 -2.541 -4.995
C 3.561 7.554 -4.831
C -1.560 5.723 2.730
H -0.166 -9.727 0.783
H -6.100 0.629 5.936
C -3.004 -1.862 -7.080
H 2.608 -0.187 -0.248
H -1.271 -0.853 -0.963
H -3.061 -2.707 -7.766
H -5.849 -2.148 6.200
C -0.004 -7.908 -0.429
C 7.878 4.495 -2.960
H 1.425 0.963 -1.010
H 3.346 7.599 -2.684
H 5.864 -0.771 -5.553
C -3.285 5.531 -2.645
H -6.597 -5.445 -0.904
C -4.802 -1.873 6.066
H -2.467 6.178 -2.329
H 4.242 2.036 5.052
O 2.413 2.848 6.883
H 2.902 -6.924 5.785
H 7.235 3.151 0.185
H -9.328 0.511 -0.629
H -4.188 -2.585 6.619
H -4.659 1.600 6.416
C -6.372 -3.792 0.851
O 9.295 4.050 -1.057
C 0.736 6.861 3.064
H 4.574 0.160 -8.639
H -8.901 1.031 -2.285
H 6.452 -4.402 3.826
C -0.118 -8.644 0.895
H -4.773 -1.561 -4.923
O -3.835 -0.411 7.763
C -2.945 -2.352 -5.628
C 1.034 1.140 5.857
O 0.937 -1.289 1.109


DFT (the ωB97M-V functional and the def2-TZVPD basis) results for a molecular structure, C42H85CuKN7O15 at a distorted geometry.

E_HOMO (spin up / spin down): -13.441 / -13.441 eV
frontier orbital gap (spin up / spin down): 6.139 / 4.001 eV
total charge: +3
2S+1: 2
expectation value of S²: 0.753
E_tot: -5402.6180 Eh

Geometry (Å):
H 10.462 -1.637 -1.995
C -3.206 -2.731 6.368
C 3.573 0.972 1.389
H 0.888 5.400 1.477
H 5.335 -0.019 2.417
N -4.829 3.420 -2.111
H 0.958 0.986 -3.373
H 6.764 0.560 -1.860
H -1.666 6.583 -3.168
H -0.934 -5.830 0.465
C -6.904 -4.335 4.996
H -5.141 -1.626 -0.604
C 3.101 -3.024 -2.896
H 0.717 -4.241 -3.686
C 5.390 2.629 -2.597
H -0.481 4.788 2.477
H 6.187 -1.834 -0.582
H -0.304 4.495 -2.177
H -9.985 4.734 -1.029
H 10.344 0.466 -0.787
H -7.192 -5.285 5.430
C -4.803 -3.231 0.924
H 8.891 0.581 -3.032
C 0.601 4.819 2.349
H 6.105 -3.504 -0.101
H 9.331 1.967 -2.061
C -0.206 -1.881 0.471
O 0.289 -3.029 0.629
O -2.885 4.949 -3.260
H -6.242 -3.042 -0.547
H -0.604 -0.754 -4.279
C -0.965 0.797 -0.171
C 2.161 3.061 1.571
C -5.647 -2.336 0.043
H 7.361 3.219 -3.065
H 5.130 3.472 -3.254
O 4.621 1.462 -2.795
H 0.528 -3.184 -2.300
C 0.076 -6.186 0.254
H 5.057 -2.142 -2.678
O -6.396 -4.585 3.674
C 0.196 4.718 -1.233
H -0.434 2.383 3.407
C 1.356 1.355 2.615
H 0.943 5.318 3.257
H 6.790 1.741 -3.911
H -4.096 -2.684 1.561
H 0.588 -6.183 -2.388
O 0.828 -5.255 -0.522
N 1.081 3.453 2.242
H -6.694 5.919 -2.268
C 0.721 -0.922 -0.319
H -0.520 4.602 -0.418
H -4.200 -0.290 4.491
H -1.887 -1.473 3.739
H 2.704 -5.027 -2.720
C 0.476 2.341 2.840
O -8.197 4.566 -1.933
C -2.139 5.961 -3.921
K -3.887 3.028 0.533
O -5.515 -4.096 1.800
H -3.146 2.328 -2.515
H 3.249 1.193 -1.223
H -1.443 5.586 -4.678
H 0.507 -6.456 1.220
C 6.820 2.280 -2.954
C 3.324 1.458 -2.284
C 9.398 -1.848 -1.862
H -2.098 -2.171 1.375
H 2.820 0.663 -2.843
C 8.724 1.055 -2.055
N 2.394 -4.155 -2.300
O -6.214 -2.402 3.127
H -1.264 0.646 -3.358
H 9.339 -2.915 -1.653
H -2.834 6.550 -4.532
C -3.670 -1.075 4.999
H 5.280 2.978 -1.565
H -1.840 -4.410 4.342
H -6.005 -1.057 6.211
H -8.807 5.993 -0.475
C -1.324 -3.799 5.084
H 3.179 0.080 0.907
H 3.278 -3.184 -3.964
C 0.296 -5.278 -1.846
H -6.594 3.152 -3.208
H -0.788 -5.172 -1.823
H -0.048 -2.410 4.005
H 2.634 -2.048 -2.796
C 4.467 0.616 2.577
H -4.159 -3.897 0.345
H -6.523 4.918 -0.821
N -2.242 -2.728 5.447
H -8.641 4.281 0.012
H -5.082 -0.680 7.683
C 0.950 -4.140 -2.623
C 9.260 0.332 -0.834
C -3.936 2.812 -3.095
H 4.083 1.623 0.680
H 5.047 -3.893 -2.380
H -2.331 3.341 -4.462
C 0.037 -3.302 4.621
H 1.408 0.314 2.898
C 4.492 -2.962 -2.231
H 2.779 2.368 -2.556
H -6.095 -3.844 5.536
H 8.808 -1.609 -2.748
N -4.073 -1.748 6.112
H 2.801 3.779 1.083
O 1.217 3.756 -1.009
H -6.415 -1.771 0.572
H 0.039 -7.147 -0.265
H -1.201 -4.415 5.976
C -1.885 -0.148 0.542
H 0.768 2.902 -0.972
H 0.550 5.747 -1.257
H -1.204 0.782 -5.073
H -3.370 -3.362 7.227
C -3.214 3.848 -4.051
H -7.769 -3.681 4.899
C -6.046 -3.568 2.902
O 1.874 -1.335 -0.644
O 4.291 -2.750 -0.838
N 2.440 1.788 1.845
H 1.039 1.022 -1.001
H -5.631 4.563 -3.660
C -8.948 4.960 -0.798
C -5.252 -1.423 6.908
H 3.836 0.085 3.297
O -1.362 1.905 -0.624
C -6.025 3.994 -2.818
C 0.289 0.380 -0.563
Cu 2.220 -3.391 -0.049
C -6.834 4.905 -1.874
H 8.740 0.633 0.074
O -3.041 0.226 0.918
C 5.525 -2.579 -0.133
H 5.321 -2.254 0.885
N 7.325 1.400 -1.908
C -0.678 0.336 -4.228
H -3.819 4.016 -4.950
O 0.689 0.743 -4.262
C -2.498 -1.652 4.606
H -4.281 4.277 -1.969
H -5.670 -2.332 7.334
O 8.927 -1.069 -0.764
C -1.473 -1.418 0.923
H -4.390 2.127 -3.811
H 0.587 -4.092 4.111
H 4.808 1.513 3.095
H 0.717 -3.066 5.443


DFT (the ωB97M-V functional and the def2-TZVPD basis) results for 10 unconnected molecules or ions with the total composition C42H87NO9 at a distorted geometry.

E_HOMO: -8.150 eV
frontier orbital gap: 8.740 eV
total charge: 0
structure (SMILES): CCN(CC)CC.C1CCOC1.C1CCOC1.C1CCOC1.C1CCOC1.C1CCOC1.C1CCOC1.C1CCOC1.C1CCOC1.C1CCOC1
ΔE to the lowest compared entry with this formula, charge and spin: 8.2 kcal/mol
E_tot: -2384.2148 Eh

Geometry (Å):
H -1.944 -3.880 6.099
C -11.454 -5.828 8.521
H -6.333 -5.326 5.079
C -7.294 -7.582 1.956
H -13.008 -5.091 9.681
H -9.471 -3.716 2.604
H -0.886 -7.097 15.103
H -6.271 -2.890 6.969
C -7.626 -4.578 8.592
H 1.309 -4.776 8.708
C -9.076 -10.317 6.597
C -1.774 -4.244 5.088
H 0.532 -6.215 7.074
H -0.624 -3.235 3.455
H -11.755 -3.938 2.741
H -7.514 -7.510 5.671
C -2.118 0.103 8.095
C -5.449 -6.045 9.972
C -12.140 -7.180 8.267
H 0.140 -6.593 13.724
H -9.145 -1.373 11.838
H -7.309 -9.876 5.395
H -3.602 -5.521 14.195
H -1.460 -4.990 15.731
C -1.382 -6.405 8.071
H -1.697 -6.684 12.210
H -4.949 -4.005 9.353
H -11.541 -3.906 5.932
C -2.813 -5.336 13.449
H -3.679 -5.358 4.997
H -4.809 -7.410 3.618
H -0.053 -4.436 14.771
H -7.349 -2.418 8.911
H -9.282 -7.587 5.665
H -14.681 -5.421 7.893
C -4.986 -7.798 2.611
H -4.547 -3.363 3.902
H -11.407 -4.727 12.986
C -6.067 -3.966 6.845
O -1.717 -5.724 9.269
H -1.040 -2.254 4.836
C -10.977 -4.024 12.273
H -2.601 -5.604 3.639
H -13.102 -2.844 4.409
H -4.482 -6.165 10.451
C -1.453 0.043 9.463
C -2.959 -4.856 4.348
H -6.291 -5.736 10.591
H -5.681 -6.660 0.845
O -5.652 -9.040 2.764
H -8.551 -11.213 6.931
H -3.460 -1.391 7.275
C -1.417 -3.050 4.185
C -9.754 -3.300 12.862
O -9.209 -9.425 7.722
C -13.630 -5.515 7.624
H -6.676 -3.691 4.782
H -12.069 -1.403 4.334
H -0.409 -0.272 9.354
H -10.750 -4.583 11.357
H -9.393 -2.129 3.378
H -4.059 -1.424 9.513
H -12.345 -7.608 9.258
C -9.977 -3.056 3.309
H -2.964 0.788 8.029
H -10.717 -2.381 6.011
H -7.375 -8.443 7.849
H -8.400 -4.486 7.827
C -12.676 -4.922 8.648
O -2.164 -0.944 10.195
C -11.451 -2.907 2.944
C -3.015 -1.704 9.353
C 0.153 -6.501 8.057
O -13.261 -6.889 7.465
H -10.789 -5.905 9.381
H -13.459 -5.028 6.656
H -7.903 -7.436 1.059
H -9.884 -3.301 13.945
H -10.055 -1.184 13.292
H -5.961 -5.882 2.411
H -10.935 -2.081 10.531
C -7.728 -3.288 9.454
O -1.876 -4.348 13.843
H -7.508 -9.795 2.310
C 0.601 -5.497 9.119
H -10.841 -5.586 7.644
C -1.988 -6.598 13.259
C -5.251 -4.971 8.900
C -8.339 -9.532 5.497
H 0.527 -7.509 8.228
H -1.472 0.986 10.009
C -9.943 -1.834 12.423
H -3.726 -3.955 2.502
H -4.030 -7.872 2.087
H -4.341 -5.214 8.335
H -0.901 -3.864 8.925
H -11.841 -1.007 11.553
H -3.310 -4.974 12.550
C -12.081 -2.493 4.274
H -11.692 -2.272 2.096
H -4.995 -4.003 6.619
C -8.373 -8.096 5.998
H -7.954 -5.334 9.311
H -7.135 -3.370 10.367
C -8.406 -8.275 7.505
H -12.491 -3.849 8.603
H -6.589 -9.374 0.936
H -8.775 -3.132 9.717
C -6.821 -9.024 1.955
N -6.347 -4.814 7.969
C -5.964 -6.836 1.882
H -8.772 -3.700 12.623
C -6.762 -4.450 5.572
H -0.981 -4.994 5.136
H -8.828 -9.666 4.533
C -11.125 -3.116 5.304
C -11.221 -1.901 11.583
C -3.564 -3.690 3.553
H -1.895 -7.364 8.074
H -7.940 -7.323 2.794
H -2.861 -2.772 9.509
C -2.573 -1.329 7.909
H 1.049 -5.950 10.000
H -11.452 -7.860 7.763
H -10.093 -10.591 6.313
H -7.833 -4.593 5.718
H -1.731 -5.793 7.234
O -11.944 -3.005 12.073
H -1.808 -2.012 7.544
H -1.406 0.418 7.329
H -8.816 -7.408 8.021
H -2.553 -7.507 13.474
C -0.810 -6.449 14.233
C -0.692 -4.767 9.512
C -0.985 -4.995 14.743
O -10.038 -3.685 4.579
O -2.649 -2.605 3.663
H -0.637 -4.478 10.561
H -5.744 -6.966 9.464


total charge of number 2 (C42H85CuKN7O15)?
+3


Among the records above, which one has the highest total charge?
C42H85CuKN7O15